1.
# C28H41BrFN6O3Ti

A structure of composition C28H41BrFN6O3Ti in a non-equilibrium geometry (the ωB97M-V functional and the def2-TZVPD basis, OMol25).

```
81
Properties=species:S:1:pos:R:3:forces:R:3:mulliken_spin:R:1
Ti 0.71902 0.86757 -0.99842 1.46 -1.12 1.33 1.0611
C -4.32023 -1.01091 4.04539 -0.03 -0.05 0.01 0.0015
C -3.26739 -0.01053 4.50762 0.11 0.04 -0.16 -0.0082
C -2.75152 -0.38976 5.88374 0.05 -0.10 0.02 0.0036
C -1.62942 0.52816 6.33187 0.06 0.00 -0.04 0.0042
C -0.50755 0.49247 5.32843 -0.09 0.01 0.08 -0.0516
C 0.81538 0.65838 5.73476 -0.07 0.01 0.12 0.1461
C 1.82165 0.61267 4.79324 0.04 0.00 0.01 -0.0418
F 3.09814 0.76197 5.19723 -0.02 0.00 -0.01 -0.0030
C 1.57009 0.42343 3.45806 0.04 0.01 -0.09 0.0885
C 0.24246 0.27026 3.02569 0.17 -0.04 -0.12 -0.0400
C -0.06523 0.14626 1.64312 0.05 0.06 -0.31 0.3065
O 0.92756 0.12258 0.71813 -0.30 -0.18 0.70 -0.0268
C -1.44129 0.11203 1.25920 0.25 -0.01 -0.27 -0.0780
C -2.40617 0.04622 2.21020 -0.07 -0.04 0.33 0.2096
N -2.13563 0.06671 3.54670 0.10 -0.04 -0.04 0.0959
C -0.79955 0.27707 3.98573 -0.33 -0.02 -0.04 0.1423
C -1.87167 0.16027 -0.17466 0.39 0.25 0.08 -0.0204
O -2.77941 -0.51674 -0.60736 -0.21 0.08 -0.08 0.0099
O -1.14624 0.98104 -0.93525 -1.53 -0.25 0.37 0.0173
H -5.02111 -1.18395 4.86369 0.02 0.01 -0.05 -0.0020
H -3.85118 -1.96376 3.78743 -0.03 0.04 0.03 0.0027
H -4.90268 -0.66634 3.19126 0.03 -0.02 0.04 0.0014
H -3.71952 0.98556 4.56882 0.01 0.04 0.01 0.0011
H -2.39458 -1.42496 5.85550 -0.02 0.02 0.02 0.0001
H -3.58967 -0.34981 6.57945 0.01 -0.01 0.01 -0.0012
H -1.25686 0.23431 7.31318 0.00 0.00 0.00 0.0002
H -2.00709 1.55061 6.42908 0.01 0.02 0.01 -0.0019
H 1.05749 0.81351 6.77926 -0.01 -0.01 -0.06 0.0141
H 2.38107 0.38692 2.74351 -0.03 0.01 0.03 0.0284
H -3.44230 -0.02358 1.91471 0.04 0.01 0.03 0.0301
C 0.58929 -0.53862 -5.97140 0.00 0.09 0.03 -0.0004
C 0.63480 0.72402 -5.14982 -0.06 -0.32 0.08 -0.0025
C 0.70856 1.98912 -5.70323 0.05 0.16 -0.31 0.0081
C 0.67527 3.09356 -4.87864 -0.03 0.10 0.10 -0.0029
C 0.60818 2.90299 -3.50722 0.13 0.40 -0.31 0.0179
Br 0.49468 4.47334 -2.47000 0.01 0.04 0.10 0.0007
N 0.60804 1.71063 -2.93036 -0.16 0.53 -1.61 -0.0189
C 0.57629 0.65588 -3.76928 -0.06 -0.32 -0.13 0.0263
H 0.48333 -0.31172 -7.03129 0.00 0.01 0.04 -0.0001
H -0.24970 -1.16569 -5.66670 0.02 0.03 0.02 -0.0002
H 1.50004 -1.12626 -5.84398 0.00 0.03 0.00 -0.0001
H 0.76971 2.11616 -6.77966 -0.03 0.01 0.09 0.0004
H 0.69008 4.09770 -5.27557 0.00 -0.02 0.00 -0.0003
H 0.43634 -0.32404 -3.32058 0.07 0.05 0.02 -0.0086
N 2.84728 0.18027 -1.63235 0.27 0.34 0.11 0.0043
C 3.98545 1.14622 -1.78500 -0.12 -0.12 0.02 -0.0121
C 3.65293 2.47148 -1.13160 -0.06 -0.04 0.10 0.0327
C 3.39233 2.35842 0.37790 -0.05 -0.04 -0.09 -0.0017
C 2.23262 3.23278 0.82175 -0.14 -0.02 -0.10 -0.0014
N 0.92388 2.72213 0.29870 0.11 0.34 -0.15 0.0379
H 3.06321 -0.48510 -0.89573 0.00 -0.01 0.06 -0.0004
H 2.77055 -0.36859 -2.48033 0.02 -0.07 -0.03 0.0023
H 4.16777 1.28527 -2.84846 0.00 0.02 -0.07 -0.0017
H 4.89160 0.72275 -1.35505 0.08 -0.07 0.01 -0.0007
H 2.76377 2.86869 -1.62668 -0.02 0.05 -0.01 -0.0029
H 4.45474 3.18426 -1.32763 0.03 0.01 -0.01 0.0005
H 4.28651 2.62420 0.94206 0.02 0.03 0.01 0.0002
H 3.14677 1.33106 0.65678 0.05 -0.04 0.01 -0.0009
H 2.37669 4.24831 0.45184 0.00 0.05 0.01 -0.0013
H 2.18906 3.28399 1.90713 -0.02 -0.01 0.07 -0.0005
H 0.40298 3.49589 -0.09976 -0.02 -0.04 0.02 0.0073
H 0.36258 2.40237 1.08482 0.00 -0.07 0.03 0.0044
C -1.41171 -3.66107 -0.71766 -0.10 -0.06 0.07 -0.0035
C -1.13882 -3.29791 -2.17851 -0.01 0.03 0.04 0.0017
C -0.10768 -4.24230 -2.78209 0.10 -0.02 -0.05 -0.0002
C -2.43515 -3.34601 -2.97614 -0.09 0.00 -0.07 0.0000
N -0.66293 -1.90143 -2.32821 0.03 0.04 -0.06 0.0059
N 0.38343 -1.52030 -1.42458 -0.13 0.20 -0.09 0.0009
H -1.93408 -4.61902 -0.66901 0.05 0.05 0.01 0.0001
H -2.04530 -2.90565 -0.24417 0.01 -0.05 -0.02 0.0041
H -0.49220 -3.77490 -0.13545 -0.03 0.00 -0.03 -0.0004
H -0.48571 -5.26632 -2.78352 0.02 0.05 0.01 0.0001
H 0.82547 -4.25172 -2.20748 -0.05 0.01 -0.04 -0.0001
H 0.11628 -3.95325 -3.81229 -0.02 -0.04 0.06 0.0000
H -2.84532 -4.35620 -2.96536 -0.01 0.03 -0.01 -0.0001
H -2.26057 -3.05510 -4.01586 0.00 -0.03 0.08 0.0001
H -3.17774 -2.66858 -2.54431 0.04 -0.05 -0.02 0.0000
H -1.44374 -1.28355 -2.11631 -0.04 0.01 0.00 0.0028
H 1.19113 -2.08040 -1.67697 0.11 0.01 0.01 0.0054
H 0.16248 -1.77546 -0.46209 -0.04 -0.04 0.06 0.0087
```
Positions in Å, forces in eV/Å.

Properties
Total charge: +1
Spin multiplicity: 3
<S²>: 2.03
Highest occupied orbital energy (spin up / spin down): -7.606 / -10.352 eV

2.
# C28H41BrN2O7W

A structure of composition C28H41BrN2O7W (the ωB97M-V functional and the def2-TZVPD basis, OMol25).

```
80
Properties=species:S:1:pos:R:3:forces:R:3:mulliken_spin:R:1
W -0.16928 1.15353 0.14363 -0.46 0.03 0.37 1.5481
C -0.26993 3.71700 2.82157 -0.06 -0.03 -0.07 0.0059
C -0.58084 2.69336 3.91476 -0.04 0.00 0.04 0.0011
O -0.57402 1.36280 3.40634 0.03 0.02 -0.03 0.0014
C 0.52279 0.57520 3.83758 -0.01 -0.03 0.02 0.0059
C 0.93928 -0.33056 2.70875 0.09 0.01 -0.01 0.0190
O 1.27495 0.45398 1.52438 0.12 -0.15 0.21 0.0543
C 2.57560 1.11018 1.57900 0.03 -0.03 -0.18 0.0118
C 2.86180 1.59479 0.17193 -0.01 -0.03 0.05 0.0343
O 1.66547 2.21574 -0.35864 0.13 0.05 -0.21 0.0022
C 1.59850 3.66164 -0.32850 -0.04 -0.01 0.00 0.0239
C 1.26953 4.14769 1.08116 0.03 -0.01 0.02 -0.0005
O 0.54570 3.12795 1.79227 0.23 0.04 -0.01 0.0084
H 0.27314 4.55547 3.26251 -0.03 0.00 0.01 0.0013
H -1.17676 4.10508 2.35394 0.01 -0.05 0.01 -0.0035
H -1.57281 2.89840 4.31877 0.02 0.01 0.02 0.0006
H 0.12856 2.77700 4.73954 0.02 -0.01 -0.03 -0.0005
H 0.25031 -0.04512 4.69866 -0.02 0.02 -0.02 0.0002
H 1.35759 1.21037 4.14696 -0.02 0.00 -0.03 -0.0016
H 0.13646 -0.99050 2.39268 -0.03 0.03 0.05 -0.0082
H 1.81657 -0.92126 2.97726 -0.03 0.01 0.00 -0.0004
H 3.31717 0.37365 1.89141 -0.01 0.01 -0.04 -0.0022
H 2.51961 1.92042 2.30227 0.02 -0.02 -0.02 -0.0006
H 3.08761 0.76878 -0.50022 0.04 0.02 0.06 -0.0094
H 3.68111 2.31269 0.15042 -0.01 -0.01 0.05 0.0009
H 0.81697 3.91066 -1.04212 0.03 0.02 0.04 -0.0203
H 2.54798 4.06075 -0.68456 -0.02 0.01 0.02 0.0073
H 0.66595 5.05431 1.00090 0.01 -0.01 -0.01 0.0021
H 2.17008 4.38443 1.65586 -0.01 -0.01 -0.03 0.0008
O 1.23816 -0.78183 -0.88641 0.13 0.02 0.06 0.0155
C 1.19899 -0.59091 -2.32648 0.03 0.08 -0.07 -0.0285
C 0.23284 0.60689 -2.41155 -0.21 0.03 0.38 0.0967
O 0.33790 1.63149 -3.00200 -0.08 -0.21 -0.41 0.0066
O -0.79655 0.40943 -1.49368 0.62 0.30 -0.28 0.0098
C 0.57061 -1.76987 -3.05323 0.01 0.01 -0.03 0.0056
C 0.13836 -1.56919 -4.36000 -0.03 -0.04 -0.03 -0.0013
C -0.39220 -2.62093 -5.08841 0.01 0.01 0.02 0.0002
C -0.48241 -3.88465 -4.52239 -0.01 -0.01 -0.01 -0.0001
C -0.04053 -4.09188 -3.22620 -0.01 -0.01 -0.01 0.0005
C 0.48158 -3.03569 -2.49144 0.00 -0.01 0.02 0.0001
C 2.62503 -0.33825 -2.80990 0.02 -0.08 0.04 -0.0030
C 3.01945 0.72096 -3.61736 -0.02 0.04 -0.01 0.0019
C 4.35285 0.84735 -3.99436 0.01 0.01 -0.01 0.0001
C 5.29895 -0.07109 -3.57657 0.00 0.00 0.00 0.0000
C 4.90660 -1.14604 -2.78828 -0.01 0.01 -0.01 -0.0002
C 3.58070 -1.27984 -2.41836 0.02 0.00 0.01 0.0017
H 1.42128 -1.70688 -0.67563 0.00 0.11 0.00 0.0007
H 0.22587 -0.59254 -4.82079 0.01 0.04 0.00 -0.0005
H -0.72769 -2.45509 -6.10221 -0.01 0.01 -0.03 0.0000
H -0.88935 -4.70688 -5.09393 0.00 -0.02 -0.01 0.0000
H -0.09352 -5.07805 -2.78626 0.00 -0.02 0.02 0.0000
H 0.81925 -3.25180 -1.48147 0.01 0.01 0.00 -0.0009
H 2.30758 1.44953 -3.96907 -0.04 -0.01 0.02 0.0009
H 4.64290 1.67236 -4.63056 0.01 0.01 -0.01 0.0000
H 6.33177 0.03569 -3.87741 0.02 -0.01 0.00 0.0000
H 5.63010 -1.88813 -2.47964 0.01 -0.01 0.01 0.0000
H 3.29418 -2.14962 -1.83725 -0.02 0.00 0.01 -0.0002
Br -1.74472 3.01418 -0.11629 -0.10 0.01 -0.05 0.0247
C -4.38547 -3.27438 1.91970 -0.02 -0.05 0.00 0.0022
C -4.62622 -2.13020 0.94892 -0.01 0.08 -0.10 -0.0021
N -3.74321 -0.97053 1.18738 0.04 0.01 0.02 0.0267
C -4.26992 0.10187 2.04779 0.01 0.03 -0.08 0.0009
C -3.92909 -0.05800 3.52177 0.00 0.03 0.07 0.0012
C -2.52335 -0.90458 0.67645 -0.11 0.01 0.09 0.0187
C -2.09159 -1.94856 -0.30072 0.01 0.00 -0.04 -0.0062
N -1.67178 0.05197 1.05057 -0.34 -0.17 0.16 0.1000
H -5.05922 -4.09814 1.68821 -0.01 0.00 -0.01 -0.0001
H -4.57419 -2.97047 2.94704 -0.01 0.00 0.02 -0.0002
H -3.36519 -3.65422 1.85987 0.01 0.01 0.00 0.0003
H -5.64613 -1.76162 1.04083 0.00 -0.02 0.01 -0.0002
H -4.51197 -2.44820 -0.08558 0.01 -0.05 0.04 0.0006
H -5.34899 0.10935 1.90483 0.01 0.00 0.03 -0.0005
H -3.90738 1.05506 1.65467 -0.01 -0.02 0.01 -0.0034
H -4.40009 -0.93942 3.95081 -0.01 -0.02 -0.01 -0.0004
H -4.29259 0.80930 4.07209 -0.01 0.01 0.01 0.0002
H -2.85379 -0.13392 3.68944 0.03 0.01 0.00 0.0020
H -2.65173 -1.86028 -1.23225 0.00 0.00 -0.02 0.0025
H -2.26929 -2.94167 0.10909 0.01 0.00 -0.03 0.0008
H -1.04064 -1.83965 -0.53211 0.01 0.02 0.01 0.0157
H -2.00522 0.56911 1.85982 0.01 -0.03 -0.06 0.0290
```
Positions in Å, forces in eV/Å.

Properties
Total charge: +2
Spin multiplicity: 3
<S²>: 2.01
Highest occupied orbital energy (spin up / spin down): -13.760 / -13.764 eV

3.
# C28H41Cl2N2SSbSi3V

A structure of composition C28H41Cl2N2SSbSi3V in a non-equilibrium geometry (the ωB97M-V functional and the def2-TZVPD basis, OMol25).

```
79
Properties=species:S:1:pos:R:3:forces:R:3:mulliken_spin:R:1
V -0.38589 1.30724 0.71011 0.77 0.99 0.03 2.8885
C 2.21201 -2.06144 -1.63167 0.02 -0.11 -0.01 0.0063
Sb 0.68190 -1.86044 -0.12268 0.03 0.12 -0.19 0.0270
C 1.30992 0.01659 0.70439 1.23 -0.34 -0.34 -0.1965
C 2.45685 0.64636 -0.05447 -0.01 -0.03 0.12 0.0557
C 2.41808 1.05630 -1.39899 -0.11 -0.09 0.02 0.0102
C 3.51404 1.64613 -1.99063 -0.06 0.03 -0.13 0.0098
C 4.67337 1.83717 -1.25508 0.11 0.02 0.02 -0.0040
C 4.66173 1.40052 0.05503 -0.28 -0.12 0.15 0.0042
N 3.60412 0.82337 0.63307 -0.15 0.05 0.05 -0.0012
Si 2.00999 -0.53783 2.38864 -0.38 -0.21 -0.10 0.0068
C 0.61436 -1.52750 3.23708 -0.19 0.01 0.17 0.0325
C 2.53310 0.82896 3.55631 0.24 0.27 0.19 0.0051
C 3.36462 -1.83788 2.25879 0.34 -0.06 -0.07 0.0018
C -1.18886 -1.37996 -1.36573 -0.04 0.11 0.42 0.0641
C -2.21357 -1.01074 -0.32094 0.14 0.01 -0.02 0.0795
C -3.42852 -1.70023 -0.16433 0.15 -0.10 -0.18 -0.0220
C -4.40014 -1.26890 0.70725 -0.09 -0.08 -0.01 0.0406
C -4.19617 -0.08937 1.40575 -0.01 0.12 0.05 -0.0273
C -2.98960 0.54235 1.24297 -0.05 -0.29 -0.22 0.0883
N -1.97786 0.07582 0.46876 -1.48 -0.78 -0.18 -0.1281
Si -1.52372 -3.06026 -2.19222 0.00 0.01 -0.06 0.0000
C -3.06595 -3.05960 -3.26283 -0.29 0.04 -0.20 -0.0003
C -0.13851 -3.58699 -3.32797 0.26 -0.03 -0.18 0.0001
C -1.67065 -4.43903 -0.93989 -0.12 -0.21 0.27 0.0005
Si -1.23377 0.03804 -2.62521 -0.07 0.08 0.18 -0.0106
C -2.98336 0.28515 -3.21904 -0.38 0.05 -0.11 0.0009
C -0.79912 1.70801 -1.85321 -0.46 -0.27 -0.07 -0.0536
C -0.18077 -0.21136 -4.13427 0.26 -0.13 -0.32 0.0013
H 3.13940 -1.70381 -1.17800 -0.08 -0.02 -0.03 -0.0001
H 2.01394 -1.48431 -2.53040 0.06 -0.01 0.01 -0.0017
H 2.32515 -3.11369 -1.89212 0.01 0.09 0.01 0.0007
H 1.53073 0.88753 -1.98969 0.01 -0.04 -0.04 -0.0114
H 3.46853 1.95732 -3.02834 -0.02 -0.02 0.02 -0.0002
H 5.55546 2.29389 -1.68702 -0.07 -0.02 0.06 -0.0002
H 5.54224 1.51076 0.68124 -0.04 -0.02 0.01 -0.0001
H -0.35895 -1.42799 2.73801 0.07 0.00 0.10 -0.0093
H 0.48085 -1.21696 4.28305 0.04 -0.06 -0.17 0.0028
H 0.85883 -2.59626 3.23841 -0.08 0.12 0.00 -0.0003
H 2.41877 1.81011 3.08083 0.07 -0.11 0.11 0.0011
H 3.59453 0.70626 3.81026 -0.19 0.07 -0.06 -0.0003
H 1.95135 0.81806 4.48914 0.15 0.00 -0.21 0.0002
H 3.06346 -2.65347 1.58583 0.07 0.07 0.11 0.0003
H 3.53213 -2.28795 3.24841 -0.03 0.08 -0.17 0.0000
H 4.31456 -1.42608 1.89713 -0.21 -0.10 0.08 -0.0004
H -3.61534 -2.58181 -0.76086 0.00 0.10 0.10 -0.0010
H -5.32205 -1.82676 0.81677 0.02 0.01 -0.03 0.0016
H -4.94851 0.33816 2.05380 0.03 -0.02 -0.01 -0.0013
H -2.82077 1.48474 1.74038 0.15 0.08 0.16 0.0050
H -2.82217 -2.68018 -4.26436 -0.09 -0.08 0.16 0.0000
H -3.89859 -2.46267 -2.87446 0.13 -0.14 -0.12 0.0002
H -3.41504 -4.09514 -3.37973 0.07 0.18 -0.01 0.0000
H 0.32967 -2.76407 -3.87599 -0.07 -0.21 0.07 -0.0001
H -0.55888 -4.28639 -4.06337 0.09 0.09 0.11 0.0000
H 0.64734 -4.11480 -2.77905 -0.12 0.05 -0.11 0.0004
H -2.36932 -4.24407 -0.11912 0.12 -0.08 -0.12 0.0003
H -0.69570 -4.64654 -0.49122 -0.10 -0.03 -0.02 0.0005
H -2.00357 -5.34553 -1.46290 0.05 0.11 0.09 0.0001
H -3.69451 0.29475 -2.38101 0.09 0.03 -0.17 -0.0005
H -3.29749 -0.49210 -3.92061 -0.01 0.15 0.08 0.0004
H -3.05945 1.25272 -3.73267 0.00 -0.13 0.08 0.0013
H -1.69499 2.23158 -1.51810 -0.01 0.02 0.04 0.0199
H -0.26340 2.37047 -2.53298 0.02 0.01 0.00 -0.0014
H -0.10526 1.57866 -1.03154 0.76 0.27 -0.67 0.0484
H -0.60109 -0.99674 -4.77549 0.11 0.16 0.08 0.0000
H 0.86159 -0.46824 -3.91714 -0.16 0.07 -0.08 0.0003
H -0.18506 0.72503 -4.70831 0.00 -0.16 0.07 0.0003
Cl -0.47465 1.53926 3.01754 -0.25 0.10 1.32 0.0316
C -0.27822 3.24640 3.41656 0.00 -0.04 0.02 0.0065
C -0.48110 3.61532 4.73244 -0.06 -0.24 0.05 -0.0008
C -0.34968 4.94888 5.06952 0.00 0.09 0.07 0.0027
C -0.03195 5.87007 4.08365 0.02 0.05 -0.08 -0.0002
C 0.16961 5.45876 2.77511 0.02 0.03 0.05 0.0038
Cl 0.55394 6.67087 1.59739 0.02 -0.04 0.00 0.0003
C 0.07364 4.11224 2.38429 0.12 -0.08 -0.18 0.0365
S 0.40907 3.55363 0.75321 -0.13 0.56 0.20 -0.0160
H -0.73689 2.86768 5.47554 0.03 0.06 -0.09 0.0007
H -0.49675 5.27082 6.09328 0.00 -0.02 -0.08 0.0003
H 0.06694 6.92116 4.32365 -0.01 -0.05 -0.04 -0.0004
```
Positions in Å, forces in eV/Å.

Properties
Spin multiplicity: 4
<S²>: 3.77
Highest occupied orbital energy (spin up / spin down): -6.714 / -7.414 eV

Look up the <S²> of the second one.
2.01